(1)
An isolated molecule of C6H11N at a distorted geometry. Source: the OMol25 dataset; level of theory: the ωB97M-V functional and the def2-TZVPD basis.

Geometry (Å):
C (-0.0960, -1.6440, 0.2698)
H (0.5722, 1.5950, -0.8681)
H (2.4217, -0.5369, -0.2119)
H (0.3910, 0.0773, -1.7417)
C (1.8908, -0.1199, 0.6505)
H (2.2223, 0.9148, 0.8025)
H (-2.2966, 0.2274, -0.7468)
H (-1.1755, -1.7357, 0.1029)
H (0.4166, -2.1168, -0.5747)
H (2.1521, -0.7016, 1.5411)
C (-0.3825, 0.4384, 1.5033)
C (-1.5515, 1.0199, -0.9843)
H (-1.8564, 1.2342, -2.0167)
C (0.3826, -0.1825, 0.3968)
N (-1.2947, 1.0169, 1.9028)
H (0.1259, -2.2041, 1.1843)
C (-0.0064, 0.6517, -0.8746)
H (-1.9154, 2.0660, -0.3353)

Atomic forces in eV per Å
0.021 -0.077 -0.018
-0.311 -0.377 0.087
-0.027 0.054 0.133
-0.619 0.273 0.367
-0.005 -0.009 -0.019
-0.079 -0.230 -0.055
0.921 0.283 0.467
0.216 0.257 -0.011
-0.007 0.029 0.147
0.011 0.078 -0.170
-0.749 0.329 -0.957
-0.927 2.111 0.741
0.596 0.242 0.017
-0.160 0.048 -0.033
0.371 -0.089 1.061
0.085 0.077 -0.161
-0.744 0.284 0.169
1.407 -3.282 -1.765

Summary:
SMILES: CCC(C)(C)C#N
Max |F|: 3.98 eV Å⁻¹
Calculated total energy: -289.93412 hartree
ΔE to the lowest compared entry with this formula, charge and spin: 98.62 kJ/mol

***

(2)
An isolated ion of composition C4H10N2O and charge +1 at a distorted geometry. Source: the OMol25 dataset; level of theory: the ωB97M-V functional and the def2-TZVPD basis.

Geometry (Å):
H (1.3749, -1.5726, 0.5733)
H (-0.9259, -1.7382, 0.6494)
C (-0.4906, 0.2213, -0.9748)
H (0.9176, 0.8516, 1.9760)
C (-1.1787, -0.8413, 1.2113)
H (0.3660, 2.0612, -1.2627)
C (-0.4365, 0.3550, 0.5960)
C (1.8309, -0.6312, 0.8755)
H (0.2956, 1.0486, -2.6632)
H (-0.9216, 1.2986, 0.8615)
H (2.5009, -0.6563, 1.7131)
O (-1.0303, -0.7195, -1.4783)
N (0.2167, 1.1492, -1.6636)
H (2.5079, -0.3405, 0.0513)
H (-2.2604, -0.7388, 1.1779)
N (0.9206, 0.4725, 1.0296)
H (-0.8486, -0.9367, 2.2378)

Atomic forces in eV per Å
-0.257 0.101 0.197
0.069 -0.006 0.031
0.414 -0.262 -0.181
0.661 0.847 -0.241
0.551 -0.381 0.197
0.137 0.015 -0.120
-0.733 1.126 -1.467
0.993 1.059 -1.195
-0.238 0.058 -0.076
-0.063 -0.090 0.140
0.028 -0.380 0.605
-0.189 -0.325 -0.095
0.106 0.273 0.561
-0.109 -0.193 -0.148
0.075 0.421 -0.093
-1.254 -2.054 1.536
-0.191 -0.209 0.348

Summary:
Max |F|: 2.85 eV Å⁻¹
Spin multiplicity: 2
Calculated total energy: -342.84991 hartree
ΔE to the lowest compared entry with this formula, charge and spin: 48.96 kJ/mol
Net charge: +1
⟨S²⟩: 0.75

***

(3)
C48H35Cl2CuNO4P2S as an isolated structure. Source: the OMol25 dataset; level of theory: the ωB97M-V functional and the def2-TZVPD basis.

Geometry (Å):
H (4.6941, -3.3647, 2.3053)
O (-0.5275, 0.8011, 0.2033)
C (-4.8007, 3.4916, -0.0396)
H (1.1216, 3.2400, -5.6619)
C (1.6735, 2.7775, 0.2058)
H (-0.8616, 5.0040, 0.5342)
O (-1.8761, -0.1118, 2.3581)
C (-2.4572, 2.9768, 0.1530)
C (-5.2142, -1.1300, 1.3330)
C (-3.5951, 3.1572, -0.6319)
C (-2.8965, -0.3386, 1.5453)
P (-0.9669, 2.1837, -0.4915)
C (-0.2305, -3.4446, -4.0475)
C (-0.1576, -3.5317, 0.2635)
C (0.3015, -0.9658, -2.9015)
H (-6.1051, -1.5304, 1.7982)
H (-3.8376, 3.4416, 3.2112)
H (-2.3583, -6.4562, 1.5612)
C (3.3570, -2.6180, -1.2387)
H (-1.4609, -0.1849, -1.4322)
C (-0.6930, 3.6173, -2.8394)
C (0.6646, 3.0014, -4.7099)
H (3.3041, 5.5191, 1.3509)
C (-2.3423, -4.4832, 0.7073)
C (2.9973, -2.7974, 1.1276)
O (1.8353, 0.1114, 1.5935)
H (-3.5405, 3.0082, -1.7054)
C (0.4292, -2.1255, -2.1182)
H (5.3549, -3.0249, -1.9143)
H (3.7362, 3.1901, 0.6421)
C (-4.8869, 3.5987, 1.3437)
H (-3.4222, -4.3816, 0.6963)
C (-1.7465, -5.6424, 1.1909)
C (-1.5521, -3.4385, 0.2539)
C (-5.1710, -0.8867, -0.0297)
Cl (-6.5749, -1.2250, -1.0125)
C (4.6953, -2.9628, -1.0565)
C (-4.0317, -0.3765, -0.6103)
C (0.1407, 4.5958, 0.5626)
H (-4.0072, -0.1916, -1.6798)
H (2.3371, -2.7323, 1.9869)
H (1.5085, -4.8084, 0.7502)
H (-0.8002, -2.3301, -5.7897)
H (1.6034, 1.0740, -4.5836)
C (0.3664, 3.2746, 0.1802)
C (-0.4317, -2.2820, -4.7721)
C (0.3498, 1.4528, -2.8960)
H (0.1099, -6.6497, 1.5770)
H (-2.0306, -2.5376, -0.1148)
H (-5.8405, 3.8230, 1.8080)
C (-2.9022, -0.0824, 0.1562)
C (3.2284, -0.0022, 4.8973)
Cl (-4.1313, -1.1950, 3.7919)
H (4.1313, 0.7572, 1.2833)
C (-0.1706, -1.0420, -4.2075)
C (-0.4405, 2.3899, -2.2241)
H (-1.6710, 2.9242, 2.1577)
H (-0.4230, -4.4115, -4.4933)
C (0.1795, -3.3533, -2.7270)
H (6.2183, -3.5156, 0.3514)
H (2.9907, -2.4109, -2.2373)
H (-0.3908, 4.8676, -4.5582)
H (-1.2934, 4.3564, -2.3170)
C (-4.0896, -0.8633, 2.0867)
C (0.4290, -4.7007, 0.7399)
C (-2.5418, 3.0978, 1.5384)
C (4.3250, -3.1548, 1.3075)
H (-5.6830, 3.6351, -0.6529)
C (-0.1733, 3.9162, -4.0888)
C (4.5112, 0.4062, 4.6335)
C (2.4931, -2.5306, -0.1514)
C (0.9336, 1.7808, -4.1106)
H (2.9037, -0.2422, 5.9008)
C (2.2771, -0.1347, 3.8691)
H (-0.3493, -0.1475, -4.7830)
C (1.1947, 5.4019, 0.9797)
C (-3.7642, 3.3949, 2.1313)
C (-1.7518, 0.4554, -0.6078)
C (2.4848, 4.8937, 1.0180)
C (5.1806, -3.2346, 0.2126)
C (-0.3625, -5.7483, 1.2027)
O (0.6217, 0.2364, -2.2891)
H (5.2286, 0.5003, 5.4389)
H (1.0050, 6.4263, 1.2798)
C (4.8868, 0.6943, 3.3165)
C (2.7243, 3.5814, 0.6255)
Cu (-0.0521, -0.2897, 1.9598)
C (3.9480, 0.5764, 2.3323)
N (2.6815, 0.1992, 2.6194)
H (0.2809, -4.2560, -2.1354)
S (0.6759, -0.6947, 4.1167)
P (0.7390, -2.0177, -0.2982)
H (5.8925, 0.9976, 3.0601)
H (1.8621, 1.7512, -0.0919)

Atomic forces in eV per Å
-0.022 0.001 -0.046
0.122 -0.036 0.229
-0.008 0.002 -0.049
-0.012 -0.014 0.014
-0.023 0.057 -0.029
-0.007 0.012 0.032
-0.275 -0.260 -0.284
-0.004 0.130 -0.105
-0.058 -0.041 0.029
0.068 0.012 -0.035
0.347 0.108 0.233
-0.385 -0.654 -0.091
0.002 -0.007 0.011
-0.010 0.033 -0.052
-0.063 0.087 0.041
0.050 0.018 -0.001
0.010 0.026 -0.053
0.022 0.027 -0.016
0.065 0.044 0.024
-0.015 -0.068 -0.013
0.033 0.002 -0.017
0.021 -0.015 -0.001
-0.014 -0.009 -0.015
0.014 0.011 0.000
0.009 0.086 -0.036
0.044 -0.044 0.168
-0.010 -0.012 0.018
0.032 0.286 0.054
-0.036 0.006 0.027
-0.068 0.020 0.003
-0.033 0.010 0.061
0.075 -0.005 -0.001
0.056 0.029 -0.013
-0.012 -0.013 0.027
-0.026 0.000 -0.017
0.066 0.015 0.043
-0.084 0.023 -0.009
0.053 0.078 -0.085
0.095 -0.050 -0.045
-0.018 -0.008 0.051
0.012 0.038 0.014
-0.104 0.008 0.001
0.015 0.006 0.026
-0.022 0.002 0.026
0.125 -0.019 0.239
-0.009 0.013 -0.019
-0.117 -0.088 0.060
-0.023 0.046 -0.025
-0.011 0.031 0.031
0.063 -0.009 -0.022
0.074 0.004 -0.051
0.038 -0.017 0.040
-0.010 0.016 -0.079
-0.056 -0.019 0.029
0.011 -0.082 0.026
-0.210 0.194 -0.073
0.014 -0.036 0.019
0.005 0.012 0.015
-0.014 -0.032 0.007
-0.048 0.029 -0.005
0.002 -0.031 0.010
0.004 -0.043 0.036
0.049 -0.029 -0.030
-0.029 0.010 0.092
0.044 -0.059 -0.043
-0.126 0.030 -0.083
-0.048 0.061 -0.016
0.056 -0.008 0.037
-0.014 -0.007 0.053
-0.039 0.003 0.036
0.029 0.011 0.027
0.091 0.051 -0.081
0.033 0.002 -0.042
-0.050 -0.023 0.013
0.007 -0.002 -0.003
-0.010 -0.017 -0.013
0.046 -0.040 -0.023
0.157 0.240 0.108
-0.024 -0.019 -0.001
-0.026 -0.018 0.019
-0.024 0.047 -0.004
0.079 -0.047 -0.032
-0.034 -0.014 -0.025
0.003 -0.055 -0.017
0.030 -0.011 0.021
-0.059 0.002 -0.049
0.464 0.514 0.075
-0.036 0.009 -0.030
-0.086 -0.154 -0.208
-0.012 0.030 -0.024
-0.107 -0.001 -0.165
-0.039 -0.497 0.002
-0.062 -0.009 0.014
-0.002 0.094 0.028

Summary:
Max |F|: 0.76 eV Å⁻¹
Spin multiplicity: 2
Calculated total energy: -5847.56416 hartree
ΔE to the lowest compared entry with this formula, charge and spin: 133.63 kJ/mol
⟨S²⟩: 0.75